6 unconnected molecules or ions with the total composition C46H53F3N7O6PS, computed with ωB97M-V with the def2-TZVPD basis set.

Each line ends with the Löwdin charge.
Cartesian coordinates (Å):
C 3.05812 -0.30063 5.15364  -0.067
C 3.04771 0.71980 3.96682  -0.161
C 1.64348 1.16052 3.61029  -0.119
C 0.75643 0.20708 3.15022  -0.228
N 1.23214 -1.13456 2.99304  0.098
C -0.55637 0.48844 2.81258  -0.208
P -1.77678 -0.76333 2.22377  1.070
C -2.58875 -0.17893 0.65430  -0.388
C -4.09008 -0.53545 0.75187  -0.162
C -0.94422 -2.33656 1.72928  -0.432
C -0.79500 -3.31478 2.92057  -0.176
C -0.95784 1.80988 2.98655  -0.084
C -0.06903 2.76128 3.44128  -0.058
C 1.23974 2.47075 3.73904  -0.127
C 2.21899 3.51482 4.22290  -0.107
C 3.36235 3.83884 3.21570  -0.179
C 2.93422 3.78994 1.74202  -0.186
S 3.81723 2.55940 0.76713  0.590
O 2.90720 1.68345 0.10875  -0.276
O 4.77928 1.83496 1.55010  -0.293
O 4.63002 3.35133 -0.35725  -0.161
C -0.57318 4.17191 3.59398  -0.241
O -0.24650 4.93430 4.48604  0.109
C -1.57401 4.60387 2.56660  -0.189
N -1.57773 5.95060 2.13958  0.117
C -2.42826 3.70413 2.10275  -0.042
C -3.45875 4.03088 1.05207  -0.077
O -3.66828 2.87447 0.23911  0.040
C -4.43832 3.11393 -0.84403  -0.709
F -5.69960 3.40435 -0.48374  0.144
F -3.98218 4.09473 -1.63359  0.169
F -4.45226 2.00302 -1.57732  0.180
C -2.36122 2.30162 2.67040  -0.273
O -3.37548 1.67226 2.88930  0.113
H 3.36713 -1.27729 4.77900  0.067
H 2.05509 -0.43260 5.55849  0.076
H 3.76794 -0.00016 5.92046  0.070
H 3.65997 1.55060 4.28754  0.079
H 3.50369 0.25618 3.09455  0.098
H 2.14894 -1.17064 2.57246  0.084
H 1.21199 -1.60592 3.88586  0.088
H -2.18023 -0.71877 -0.20529  0.072
H -2.40906 0.87342 0.46418  0.047
H -4.71834 0.17248 0.21476  0.051
H -4.29796 -1.54232 0.38909  0.066
H -4.36878 -0.51947 1.80576  0.043
H 0.02248 -2.11823 1.30089  0.007
H -1.57099 -2.85413 1.00173  0.075
H -0.87758 -2.81539 3.88434  0.047
H 0.16748 -3.81539 2.80687  0.042
H -1.53294 -4.11329 2.84496  0.063
H 2.69281 3.11401 5.12234  0.125
H 1.75933 4.44664 4.52566  0.096
H 3.67373 4.86522 3.41889  0.113
H 4.24708 3.24283 3.41844  0.091
H 3.18180 4.74568 1.27619  0.102
H 1.86975 3.63770 1.57236  0.104
H 5.55780 3.41049 -0.08813  0.101
H -1.20999 6.06491 1.20515  0.098
H -1.09794 6.53571 2.81217  0.087
H -3.05358 4.85627 0.46828  0.124
H -4.38685 4.40359 1.49361  0.145
C 2.46332 4.42204 -3.77971  -0.079
C 2.36414 5.59347 -4.51289  -0.077
C 3.53262 6.18037 -4.97470  -0.161
N 4.74830 5.68416 -4.75113  0.051
C 4.82279 4.55801 -4.04321  -0.157
C 3.71838 3.88907 -3.53807  -0.078
H 1.57528 3.93092 -3.40163  0.106
H 1.40319 6.04303 -4.72334  0.099
H 3.50254 7.09611 -5.55521  0.101
H 5.82548 4.17897 -3.87592  0.102
H 3.83862 2.97697 -2.97049  0.094
C 4.38007 -3.86950 0.59275  -0.073
C 3.62087 -2.79516 0.15601  -0.066
C 2.24177 -2.93406 0.13031  -0.161
N 1.59961 -4.04389 0.49861  0.071
C 2.34777 -5.06533 0.91272  -0.177
C 3.73345 -5.03077 0.98057  -0.082
H 5.46009 -3.80247 0.62892  0.107
H 4.08557 -1.86967 -0.15760  0.103
H 1.60945 -2.11688 -0.20110  0.105
H 1.79839 -5.95498 1.20310  0.111
H 4.28830 -5.89236 1.32655  0.108
C 1.52700 -8.11961 -3.63743  -0.090
C 2.49553 -9.10537 -3.73369  -0.074
C 3.55949 -9.07104 -2.84468  -0.165
N 3.70740 -8.14098 -1.90236  0.050
C 2.76532 -7.19980 -1.82728  -0.150
C 1.66126 -7.14440 -2.66363  -0.061
H 0.68320 -8.11049 -4.31061  0.077
H 2.42889 -9.88434 -4.48123  0.099
H 4.33921 -9.82464 -2.88202  0.099
H 2.91374 -6.45684 -1.05388  0.068
H 0.92784 -6.35684 -2.55416  0.103
C -0.28103 -5.88933 -8.86729  -0.082
C 1.05110 -5.69268 -8.54339  -0.072
C 1.47360 -6.03034 -7.26675  -0.146
N 0.67040 -6.53122 -6.32954  0.055
C -0.60786 -6.71170 -6.66004  -0.154
C -1.13234 -6.41082 -7.90737  -0.073
H -0.65073 -5.63955 -9.85374  0.105
H 1.74844 -5.28687 -9.26331  0.101
H 2.50820 -5.89601 -6.96983  0.106
H -1.23945 -7.11910 -5.87673  0.103
H -2.17907 -6.58036 -8.11935  0.101
C -9.49868 5.19258 1.05441  -0.084
C -8.23012 4.73478 0.73831  -0.071
C -7.64051 3.79964 1.57654  -0.151
N -8.22530 3.31876 2.67451  0.063
C -9.44358 3.77261 2.96229  -0.158
C -10.12262 4.70287 2.18956  -0.078
H -9.99399 5.92132 0.42494  0.104
H -7.70826 5.09311 -0.13840  0.096
H -6.65778 3.41148 1.37417  0.080
H -9.89231 3.36462 3.86168  0.102
H -11.11283 5.03406 2.47141  0.099

Atoms 1-6, force components in eV/Å:
0.01 -0.11 -0.82
-0.37 -0.57 0.79
0.94 -0.13 0.08
0.58 -1.11 -0.22
-0.42 0.34 0.00
-0.53 -0.17 -0.93

## Properties
- SMILES: CCc1c(N)c(P(CC)CC)c2c(c1CCCS(=O)(=O)O)C(=O)C(N)=C(COC(F)(F)F)C2=O.c1ccncc1.c1ccncc1.c1ccncc1.c1ccncc1.c1ccncc1
- Molar mass: 920.0 u
- Electronic energy: -99551.83582 eV
- HOMO-LUMO gap: 6.49 eV
- Charge: 0
- Max |F|: 2.3 eV/Å